1.
DFT (ωB97M-V/def2-TZVPD) results for a molecular structure, C28H31FeN9.

The expectation value of S² is 8.82. Its net charge is +1. The LUMO energy (alpha / beta) comes out at -2.94 / -3.10 eV. Its spin multiplicity is 6. For the energy above the lowest of the compared OMol25 structures with the same formula, charge and spin, the calculation gives 6.9 kcal/mol. As for the gap between HOMO and LUMO (alpha / beta): 6.1 / 6.6 eV.

```
69
Properties=species:S:1:pos:R:3:forces:R:3:mulliken_charge:R:1
Fe -0.55861 -0.34725 -0.96014 -0.5 0.6 0.1 0.293
C 1.24280 2.33036 -4.14980 0.0 0.0 0.0 -0.863
C 0.83234 3.58577 -3.74142 0.0 0.0 0.0 -0.646
C -0.07878 3.69103 -2.70364 0.0 0.2 0.0 -0.457
C -0.55295 2.54047 -2.09969 -0.1 0.0 0.1 0.131
N -0.13388 1.32639 -2.47682 0.2 -0.4 0.0 0.105
C 0.73885 1.23074 -3.47792 0.0 0.0 0.0 -0.116
C -1.58221 2.55542 -1.02325 0.1 0.2 -0.2 0.800
C -2.12573 3.70012 -0.46229 0.0 0.1 0.0 -0.702
C -3.11921 3.55371 0.49291 0.0 0.0 0.0 -1.065
C -3.55795 2.28633 0.83995 -0.1 0.1 0.1 -0.668
C -2.96221 1.19670 0.22441 -0.2 -0.1 0.2 0.184
N -1.99121 1.35276 -0.65686 0.3 -0.3 0.0 0.317
C -3.33975 -0.22427 0.45243 0.0 0.0 0.0 0.939
C -4.41534 -0.60450 1.23574 -0.1 0.0 0.1 -0.501
C -4.71831 -1.95033 1.35909 0.0 0.0 0.0 -0.706
C -3.95034 -2.87828 0.67919 0.0 0.0 0.0 -0.756
C -2.89119 -2.41589 -0.08114 0.0 0.0 0.0 -0.081
N -2.58286 -1.12460 -0.18528 0.3 -0.2 -0.1 0.111
H 1.94488 2.20048 -4.96170 0.0 0.0 0.0 0.437
H 1.21199 4.47609 -4.22519 0.0 0.0 0.0 0.443
H -0.41518 4.66554 -2.37786 0.0 0.0 0.0 0.387
H 1.05299 0.22933 -3.74750 0.0 0.0 0.0 0.433
H -1.79176 4.68529 -0.75445 0.0 0.0 0.0 0.398
H -3.55722 4.42644 0.95808 0.0 0.0 0.0 0.444
H -4.33416 2.16208 1.58179 0.0 0.0 0.0 0.414
H -5.01918 0.13583 1.74149 0.0 0.0 0.0 0.388
H -5.54866 -2.26792 1.97562 0.0 0.0 0.0 0.436
H -4.15956 -3.93747 0.73900 0.0 0.0 0.0 0.455
H -2.25395 -3.10293 -0.62541 0.0 0.0 0.0 0.302
N 2.29624 -4.72046 -1.32323 0.3 0.3 -0.1 -0.591
N 1.32093 -3.88946 -1.81481 0.0 -0.2 0.1 1.052
N 0.94195 -3.92995 -3.07312 0.0 0.0 0.1 -1.000
C 0.08326 -2.92068 -3.11130 -0.1 0.0 0.0 -0.337
N -0.03294 -2.32575 -1.91856 0.1 0.4 0.3 0.036
N 0.78605 -2.96442 -1.08846 0.0 -0.2 -0.3 -0.074
H 2.36204 -5.54714 -1.89731 -0.1 -0.1 0.0 0.306
H 2.15910 -4.88649 -0.33674 -0.1 -0.1 0.0 0.277
H -0.45925 -2.63644 -3.99832 0.0 0.0 0.1 0.520
C -1.15485 0.29489 3.04857 0.0 -0.1 0.1 -1.066
C -0.14991 -0.85577 3.18814 0.0 0.1 -0.1 0.403
C -0.63688 -2.14088 2.51014 0.0 0.0 0.1 -1.328
C 1.24085 -0.44077 2.74328 0.0 0.0 -0.2 0.664
C 2.23734 -0.41133 3.69853 0.1 0.0 0.0 -0.994
C 3.53973 -0.03205 3.38954 0.0 0.0 -0.1 -1.126
C 3.84836 0.33927 2.08460 0.0 -0.1 0.1 -1.096
C 2.89989 0.34500 1.07950 -0.2 0.0 0.0 0.832
C 3.34463 0.83593 -0.28487 -0.1 0.0 0.0 0.350
C 3.15207 -0.17973 -1.41682 0.1 0.1 0.1 -0.935
C 2.71019 2.19470 -0.60251 0.1 0.0 0.0 -1.110
C 1.53480 -0.04919 1.37619 0.2 0.0 0.3 -0.076
N 0.57949 -0.04993 0.45761 -0.1 -0.3 -0.5 0.261
H -2.15242 -0.02427 3.37064 0.1 0.0 0.0 0.409
H -1.20412 0.62426 2.01240 0.0 0.0 0.0 -0.228
H -0.85277 1.14472 3.66448 0.0 0.0 0.0 0.436
H -0.07120 -1.07997 4.25424 0.0 0.0 0.0 0.682
H -0.67780 -2.01781 1.43108 0.0 0.0 0.0 0.001
H -1.63492 -2.40448 2.87388 0.0 0.0 0.0 0.379
H 0.03791 -2.97065 2.73365 0.0 0.0 0.0 0.429
H 1.99338 -0.69653 4.71731 0.0 0.0 0.0 0.408
H 4.30544 -0.02453 4.15507 0.0 0.0 0.0 0.384
H 4.86314 0.64292 1.84655 0.0 0.0 0.0 0.402
H 4.42116 0.99957 -0.20427 0.0 0.0 0.0 0.575
H 2.09575 -0.35611 -1.60303 -0.1 0.0 0.0 -0.338
H 3.61484 -1.13616 -1.16256 0.0 0.0 0.0 0.383
H 3.61387 0.19082 -2.33670 0.0 0.0 0.0 0.462
H 1.62602 2.11109 -0.59638 -0.1 0.0 0.0 -0.016
H 3.03571 2.55629 -1.58269 0.0 0.0 0.0 0.370
H 2.99926 2.93405 0.14697 0.0 0.0 0.0 0.438
```
Forces are in eV/Å.

2.
DFT (ωB97M-V/def2-TZVPD) results for C28H31N3O4 in the gas phase at a distorted geometry.

Its net charge is 0. The LUMO energy comes out at 0.33 eV. Its spin multiplicity is 1. For the energy above the lowest of the compared OMol25 structures with the same formula, charge and spin, the calculation gives 9.3 kcal/mol. The SMILES is COC(=O)CCCC/C(=N\Nc1nc2ccccc2c2ccccc12)C1=C(O)CC(C)(C)CC1=O. As for the gap between HOMO and LUMO: 7.9 eV.

```
66
Properties=species:S:1:pos:R:3:forces:R:3:mulliken_charge:R:1
C 5.59788 2.78818 -0.16345 0.2 -0.3 0.2 -0.702
O 4.45066 3.62445 -0.20969 -0.1 0.2 -0.2 -0.309
C 3.58002 3.50520 0.79621 -0.1 0.2 0.0 0.596
O 3.73772 2.76695 1.73382 0.0 -0.1 0.0 -0.601
C 2.41372 4.45139 0.61042 -0.1 -0.2 0.2 -0.467
C 1.16860 3.98329 1.36266 0.0 0.0 -0.2 -0.965
C 0.34988 2.96378 0.57308 0.1 0.0 0.2 -0.293
C 1.14972 1.69865 0.23939 -0.1 -0.1 0.2 -0.957
C 0.25587 0.67173 -0.39525 0.3 -0.2 0.4 -0.069
N -0.23187 -0.34469 0.23185 -0.4 0.1 -0.6 -0.466
N 0.00758 -0.58863 1.53032 0.9 0.7 0.3 -0.506
C -0.51043 -1.64078 2.23728 -0.1 0.0 0.8 -0.198
N -0.50117 -1.43944 3.52549 0.2 0.4 -0.8 -0.595
C -1.03117 -2.36610 4.36101 -0.3 -0.7 0.1 -0.369
C -0.99431 -2.09328 5.73815 -0.1 -0.1 0.1 -0.399
C -1.56838 -2.95910 6.63245 0.1 0.1 0.0 -0.521
C -2.19802 -4.11766 6.17512 -0.1 -0.2 0.0 -0.769
C -2.23492 -4.40722 4.83225 0.0 0.0 0.1 -0.521
C -1.64625 -3.55172 3.89184 0.2 0.4 0.3 0.936
C -1.58978 -3.81617 2.47505 0.1 0.2 -0.3 0.663
C -2.07485 -5.00090 1.90084 0.0 0.0 0.0 -0.795
C -1.93361 -5.25166 0.55839 0.0 0.0 0.1 -0.669
C -1.27272 -4.33791 -0.25994 0.1 0.1 -0.1 -1.017
C -0.79848 -3.16247 0.26779 0.1 -0.1 -0.2 -0.151
C -0.97646 -2.86310 1.62561 -0.2 -0.3 0.1 0.814
C -0.20041 0.87698 -1.77722 -0.1 -0.2 0.1 0.528
C -1.34423 0.27371 -2.23572 -0.1 0.1 0.0 0.339
O -2.06617 -0.57787 -1.52347 -0.1 0.1 -0.2 -0.661
C -1.93655 0.52330 -3.58929 0.1 -0.1 0.0 -1.123
C -0.91567 1.01187 -4.61683 -0.1 0.1 0.0 1.928
C 0.04091 -0.11959 -4.99629 -0.1 0.2 0.1 -1.836
C -1.63639 1.51069 -5.86967 0.1 -0.1 0.3 -2.098
C -0.14553 2.15713 -3.96016 0.2 0.0 -0.1 -1.302
C 0.57097 1.72297 -2.69641 -0.4 0.0 -0.4 0.431
O 1.72114 2.07062 -2.50709 0.2 0.1 0.0 -0.701
H 6.02690 2.78728 0.84069 0.0 0.0 -0.1 0.309
H 5.32460 1.76638 -0.43451 0.0 0.1 0.0 0.278
H 6.30294 3.19276 -0.88497 -0.1 0.0 0.0 0.254
H 2.22266 4.56215 -0.45722 0.0 0.1 0.0 0.301
H 2.73904 5.42115 0.99566 0.1 0.0 -0.1 0.370
H 1.48593 3.54400 2.31090 -0.1 0.1 0.0 0.412
H 0.53285 4.84304 1.58266 0.0 0.0 0.0 0.430
H 0.00179 3.41850 -0.35817 -0.1 0.0 0.0 0.254
H -0.53365 2.69419 1.15989 0.0 0.0 -0.1 0.324
H 1.61641 1.30629 1.14463 0.0 0.0 0.0 1.016
H 1.94565 1.94797 -0.45974 0.0 -0.1 0.1 0.430
H 0.40656 0.13338 2.12666 -0.2 -0.2 -0.2 0.352
H -0.51009 -1.18457 6.05968 0.0 0.1 0.0 0.470
H -1.54089 -2.74665 7.69121 0.0 0.0 0.1 0.373
H -2.65712 -4.79215 6.88307 0.0 -0.1 0.0 0.402
H -2.72770 -5.31083 4.50736 0.0 -0.1 0.0 0.325
H -2.55714 -5.73763 2.52332 0.0 -0.1 0.1 0.318
H -2.31628 -6.17057 0.13845 0.0 -0.1 0.0 0.408
H -1.12932 -4.55671 -1.30741 0.0 0.0 -0.1 0.423
H -0.26112 -2.47260 -0.36133 0.0 -0.1 0.0 0.715
H -1.61371 -0.71601 -0.64792 0.2 0.1 -0.1 0.491
H -2.72364 1.27593 -3.47002 0.0 0.0 0.0 0.329
H -2.42277 -0.39732 -3.91853 0.0 0.0 0.0 0.459
H 0.54844 -0.50869 -4.11696 0.1 -0.1 0.0 0.380
H 0.79460 0.24097 -5.69219 0.1 0.0 -0.1 0.429
H -0.50276 -0.93366 -5.47052 -0.1 -0.1 -0.1 0.451
H -0.91692 1.85646 -6.60780 0.1 0.0 -0.1 0.429
H -2.22342 0.70981 -6.31336 -0.1 -0.1 -0.1 0.428
H -2.30511 2.33508 -5.63169 -0.1 0.1 0.0 0.423
H -0.84219 2.95597 -3.68853 -0.1 0.1 0.0 0.379
H 0.59818 2.57348 -4.64183 0.0 0.0 0.1 0.465
```
Forces are in eV/Å.